#A
C7H10O3 | ωB97M-V/def2-TZVPD

As for the SMILES: CC(=O)[C@@H](O)C1=CCCO1. The calculation puts the orbital gap at 9.3 eV. For the HOMO energy, the calculation gives -8.48 eV. The calculation puts the LUMO energy at 0.030 hartree.

```
20
C7H10O3, DFT ωB97M-V/def2-TZVPD
C -0.2416 0.5683 -1.5580
C 0.3488 0.2875 -0.4119
C 0.5886 -1.0590 0.2378
C -0.2392 2.0829 -1.8038
C 0.6636 2.5422 -0.6017
C -1.0052 -1.6081 2.3319
C -0.3508 -2.1325 1.0845
O 1.2542 -1.9396 -0.6915
O 0.8217 1.3992 0.2231
O -0.4755 -3.2675 0.6936
H -0.7782 -0.0702 -2.2519
H 1.2278 -0.7386 1.1123
H 0.2124 2.3895 -2.8676
H -1.1966 2.5408 -1.7808
H 1.6304 2.9064 -0.9920
H 0.1097 3.3637 -0.1121
H -0.2284 -1.2938 2.9463
H -1.5635 -2.3974 2.8408
H -1.6674 -0.7806 2.1760
H 0.8892 -2.7931 -0.5752
```

Atomic partial charges in e from the Löwdin method, atoms 1 to 2: -0.019 -0.256

=====

#B
C7H10O3 | ωB97M-V/def2-TZVPD

The calculation puts the orbital gap at 8.5 eV. For the HOMO energy, the calculation gives -7.84 eV. The calculation puts the LUMO energy at 0.025 hartree.

```
20
C7H10O3, DFT ωB97M-V/def2-TZVPD
C 0.4325 -1.1779 0.9202
C 3.4297 0.7823 0.0329
C 3.0580 0.9150 -1.0899
C -0.3203 -0.7730 -0.1015
C -0.3924 0.5772 0.6149
C -0.7804 -1.1950 -1.4527
C -1.6659 1.1513 1.1207
O 0.9443 -2.3289 1.3233
O 0.4553 0.0516 1.6088
O 0.2307 1.5009 -0.1554
H 3.5687 0.6492 1.0751
H 1.3644 -2.1600 2.1423
H 2.6639 0.9292 -2.1201
H -1.0873 -0.1730 -1.7502
H -1.5634 -1.9643 -1.3510
H -0.0749 -1.4273 -2.1792
H -1.4479 2.0788 1.4426
H -2.3839 0.4890 1.8116
H -2.2207 1.2675 0.1956
H 1.2812 1.5359 -0.2116
```

Atomic partial charges in e from the Löwdin method, atoms 1 to 2: -0.323 0.020

=====

Which structure is the least stable? The one labeled #B.

=====

#A
C3H4N2S2 | ωB97M-V/def2-TZVPD

As for the SMILES: [H]/N=C1/CC(=S)SN1. The calculation puts the orbital gap at 8.5 eV. For the HOMO energy, the calculation gives -8.99 eV. The calculation puts the LUMO energy at -0.017 hartree.

```
11
C3H4N2S2, DFT ωB97M-V/def2-TZVPD
C -0.8211 -0.1607 -0.0001
C 0.5049 -0.8228 0.1267
C 1.6691 0.1698 -0.1064
H -2.7560 -0.1460 -0.2644
H 0.5876 -1.5534 -0.6635
H 0.5480 -1.2149 1.0842
H -1.4189 1.8231 -0.1370
N -1.8916 -0.8250 -0.1966
N -0.7110 1.2481 0.2766
S 3.2530 -0.2431 -0.0192
S 1.0360 1.7248 -0.1001
```

Atomic partial charges in e from the Löwdin method, atoms 1 to 2: -0.535 -0.200

=====

#B
C3H4N2S2 | ωB97M-V/def2-TZVPD

As for the SMILES: CC1=NN=CSS1. The calculation puts the orbital gap at 8.3 eV. For the HOMO energy, the calculation gives -8.80 eV. The calculation puts the LUMO energy at -0.017 hartree.

```
11
C3H4N2S2, DFT ωB97M-V/def2-TZVPD
C -0.4802 -0.2307 -0.1411
C 1.8696 1.2431 0.0579
C -1.7232 -0.8632 0.1807
N -0.3300 1.0035 0.1841
N 0.6917 1.7448 -0.0765
S 0.8860 -1.0561 -0.9790
S 2.6808 -0.7342 0.1067
H 2.7413 1.9199 0.0317
H -2.2135 -1.1820 -0.6904
H -2.3750 -0.0336 0.5495
H -1.7476 -1.8116 0.7764
```

Atomic partial charges in e from the Löwdin method, atoms 1 to 2: -0.683 -0.320

=====

#C
C3H4N2S2 | ωB97M-V/def2-TZVPD

The calculation puts the orbital gap (spin up / spin down) at 7.2 / 6.9 eV. For the HOMO energy (spin up / spin down), the calculation gives -8.36 / -7.86 eV. The calculation puts the LUMO energy (spin up / spin down) at -0.043 / -0.037 hartree.

```
11
C3H4N2S2, DFT ωB97M-V/def2-TZVPD
C -0.3644 -0.3190 -1.2368
C 0.0580 -1.6046 -1.0571
C -0.6162 0.4914 0.9350
N -0.8978 0.5494 -0.3991
N 0.7096 1.1108 1.0292
S 0.7605 -2.9923 -1.0545
S 1.9516 0.2440 0.5118
H -0.5753 -0.1929 -2.2627
H -1.1484 1.2651 1.4935
H -0.6915 -0.5814 1.4532
H 0.8139 2.0293 0.5876
```

Atomic partial charges in e from the Löwdin method, atoms 1 to 2: -0.321 -0.648

=====

Which structure is the least stable? The one labeled #C.

=====

#A
H2INS | ωB97M-V/def2-TZVPD

The calculation puts the orbital gap (spin up / spin down) at 7.8 / 7.8 eV. For the HOMO energy (spin up / spin down), the calculation gives -9.00 / -9.00 eV. The calculation puts the LUMO energy (spin up / spin down) at -0.045 / -0.045 hartree.

```
5
H2INS, DFT ωB97M-V/def2-TZVPD
N 0.9897 -0.5404 -0.4561
S -0.3140 -0.3809 0.4160
I -1.5495 1.8217 -0.1734
H 0.6658 -0.9006 -1.4851
H 0.2079 0.0002 1.6986
```

Atomic partial charges in e from the Löwdin method, atoms 1 to 2: -0.516 0.334

=====

#B
H2INS | ωB97M-V/def2-TZVPD

The calculation puts the orbital gap at 8.1 eV. For the HOMO energy, the calculation gives -9.26 eV. The calculation puts the LUMO energy at -0.043 hartree.

```
5
H2INS, DFT ωB97M-V/def2-TZVPD
N 1.1502 0.4239 -0.1758
S -0.0284 -0.2968 0.5359
I -1.9752 -0.6733 -1.1353
H 1.9964 -0.2727 -0.3589
H -1.1430 0.8189 1.1341
```

Atomic partial charges in e from the Löwdin method, atoms 1 to 2: -0.529 0.291

=====

Which structure is the least stable? The one labeled #B.

=====

#A
C5H3NO | ωB97M-V/def2-TZVPD

The calculation puts the orbital gap at 9.5 eV. For the HOMO energy, the calculation gives -9.25 eV. The calculation puts the LUMO energy at 0.010 hartree.

```
10
C5H3NO, DFT ωB97M-V/def2-TZVPD
N 3.1026 -0.7618 -0.0267
C 2.0306 -0.3162 -0.0164
C 0.6591 0.0872 -0.0089
C 0.0909 1.3365 0.2083
O -1.2120 1.3795 0.2076
C -1.6533 -0.4234 -0.0588
C -0.4287 -0.8566 -0.1696
H 0.6779 2.2598 0.3817
H -2.6758 -0.8064 -0.2003
H -0.5960 -1.9263 -0.3245
```

Atomic partial charges in e from the Löwdin method, atoms 1 to 2: 0.137 -0.197

=====

#B
C5H3NO | ωB97M-V/def2-TZVPD

As for the SMILES: C#C[C@@H]1O[C@@H]1C#N. The calculation puts the orbital gap at 11.2 eV. For the HOMO energy, the calculation gives -10.45 eV. The calculation puts the LUMO energy at 0.029 hartree.

```
10
C5H3NO, DFT ωB97M-V/def2-TZVPD
C -1.9956 1.1724 0.2242
C -1.2456 0.2459 -0.0432
C -0.3439 -0.8763 -0.1777
C 1.1642 -0.6811 -0.1662
C 1.6547 0.6711 0.0865
H -2.6719 1.9437 0.5695
H -0.6676 -1.6932 -0.8616
H 1.7841 -1.2969 -0.7699
N 1.8918 1.8099 0.2362
O 0.4297 -1.2955 0.9022
```

Atomic partial charges in e from the Löwdin method, atoms 1 to 2: 0.153 -0.061

=====

Which structure is the least stable? The one labeled #B.